(A)
C2H3BrN2S | wB97M-V/def2-TZVPD

Atoms and positions in Å:
C -0.442 -0.692 -0.590
C 0.714 0.239 -0.145
N -1.607 -0.282 -0.368
N 0.168 0.976 0.937
S -1.498 1.241 0.484
Br -0.253 -2.545 -1.081
H 1.737 -0.110 0.077
H 0.897 0.889 -0.982
H 0.284 0.284 1.667

Output
HOMO level	-9.10	eV

Here are the Löwdin charges for atoms 1 to 4, given in e: -0.86 -0.34 -0.30 -0.36

(B)
C2H3BrN2S | wB97M-V/def2-TZVPD

Atoms and positions in Å:
C 0.529 -2.581 -0.135
C 0.565 2.307 0.317
N 1.074 -1.602 0.028
N -0.530 1.749 0.358
S -0.306 -3.847 -0.692
Br -2.015 2.457 -0.555
H -1.342 -3.520 0.011
H 1.206 1.834 1.044
H 0.819 3.204 -0.376

Output
HOMO level	-9.66	eV

Here are the Löwdin charges for atoms 1 to 4, given in e: -0.80 -0.22 0.10 -0.50

The winner here is (A), beating the second structure by 0.0494 hartree.

(A)
CH6BNO | wB97M-V/def2-TZVPD

Atoms and positions in Å:
B 0.749 0.470 0.034
C -1.282 -1.741 -0.538
N 0.181 1.720 0.152
O 1.950 0.051 0.425
H -1.802 -1.862 0.389
H -0.361 -2.339 -0.694
H -1.776 -1.390 -1.378
H -0.925 1.878 0.135
H 0.732 2.599 0.456
H 2.534 0.614 1.018

Output
HOMO level (spin up / spin down)	-8.14 / -7.11	eV

Here are the Löwdin charges for atoms 1 to 4, given in e: -0.49 0.04 0.10 0.10

(B)
CH6BNO | wB97M-V/def2-TZVPD

Atoms and positions in Å:
B 0.031 -0.448 -0.194
C 1.167 0.623 0.035
N -1.805 -0.044 0.354
O 0.383 -1.662 -0.515
H 2.074 0.166 0.407
H 0.929 1.513 0.750
H 1.218 1.082 -0.972
H -2.189 0.466 -0.414
H -1.545 0.665 0.995
H -0.266 -2.362 -0.445

Output
HOMO level	-9.27	eV

Here are the Löwdin charges for atoms 1 to 4, given in e: -0.39 -0.04 0.01 0.18

(C)
CH6BNO | wB97M-V/def2-TZVPD

Atoms and positions in Å:
B -0.172 -0.005 -0.055
C 1.406 -0.617 -0.414
N -1.127 1.928 -1.515
O -1.222 0.006 0.472
H -0.316 1.162 -0.462
H 1.253 -0.990 -1.378
H 1.709 -1.580 0.131
H 2.222 0.039 -0.327
H -2.052 1.427 -1.460
H -1.417 2.790 -0.982

Output
HOMO level (spin up / spin down)	-9.65 / -9.65	eV

Here are the Löwdin charges for atoms 1 to 4, given in e: -0.44 0.02 0.00 0.16

The winner here is (B), beating the second structure by 0.0907 hartree.

(A)
C3H3NOS | wB97M-V/def2-TZVPD

Atoms and positions in Å:
C 0.468 -0.782 -0.272
C -0.710 -0.092 -0.189
C 1.522 0.097 -0.112
N 0.789 1.515 0.020
O -0.623 1.211 -0.058
S 3.097 -0.021 0.014
H 0.611 -1.798 -0.267
H -1.702 -0.452 -0.322
H 1.040 1.910 -0.904

Output
HOMO level	-8.83	eV

Here are the Löwdin charges for atoms 1 to 4, given in e: -0.10 -0.10 -0.86 0.06

(B)
C3H3NOS | wB97M-V/def2-TZVPD

Atoms and positions in Å:
C -0.115 -0.864 -0.726
C 1.299 -2.293 0.505
C 0.640 -1.200 0.443
N -0.564 -0.453 -1.686
O 2.014 -3.188 0.418
S -0.978 2.793 -0.388
H -0.957 2.608 0.947
H 0.933 -0.441 1.186
H -2.273 3.038 -0.700

Output
HOMO level	-9.63	eV

Here are the Löwdin charges for atoms 1 to 4, given in e: -0.26 -0.19 -0.09 0.15

(C)
C3H3NOS | wB97M-V/def2-TZVPD

Atoms and positions in Å:
C 0.147 0.001 0.011
C 1.573 -0.096 0.087
C 2.753 -0.331 -0.042
H -2.198 -0.404 0.205
H 0.076 -2.029 0.339
H 3.776 -0.388 -0.197
N -0.478 -1.152 -0.012
O -1.813 -1.326 -0.065
S -0.665 1.503 -0.005

Output
HOMO level	-8.93	eV

Here are the Löwdin charges for atoms 1 to 4, given in e: -0.83 -0.14 0.16 0.10

The winner here is (B), beating the second structure by 0.0277 hartree.

(A)
CH3O2S2 | wB97M-V/def2-TZVPD

Atoms and positions in Å:
C 0.583 0.100 0.808
O 0.874 0.062 2.187
O -1.224 -1.492 1.840
S -2.111 0.533 -0.145
S -0.877 -0.083 1.735
H 0.949 -0.764 0.247
H 0.805 1.048 0.319
H -1.922 -0.661 -0.678

Output
net charge	-1
HOMO level	-3.29	eV

Here are the Löwdin charges for atoms 1 to 4, given in e: -0.54 -0.42 -0.57 0.13

(B)
CH3O2S2 | wB97M-V/def2-TZVPD

Atoms and positions in Å:
C 0.219 -0.548 -0.675
O -0.328 0.208 3.247
O -0.921 1.789 1.537
S -1.142 0.413 -1.024
S 0.296 1.127 2.294
H 0.473 -1.521 -0.269
H 1.077 -0.069 -1.165
H -0.976 1.347 0.538

Output
net charge	-1
HOMO level (spin up / spin down)	-3.65 / -2.31	eV

Here are the Löwdin charges for atoms 1 to 4, given in e: -0.67 -0.61 -0.55 0.34

The winner here is (A), beating the second structure by 0.0018 hartree.

(A)
C2H5NOS2 | wB97M-V/def2-TZVPD

Atoms and positions in Å:
C -0.781 -0.942 -0.172
C 0.585 -0.262 -0.068
H -2.570 -0.361 1.121
H -0.795 -1.648 0.662
H -0.710 -1.358 -1.122
H -0.252 1.628 -0.038
H 2.491 1.168 -0.119
N 0.595 1.054 -0.073
O 1.762 1.804 -0.049
S -2.270 0.087 -0.106
S 1.944 -1.169 -0.037

Output
HOMO level	-8.84	eV

Here are the Löwdin charges for atoms 1 to 4, given in e: -0.55 -0.90 -0.13 0.08

(B)
C2H5NOS2 | wB97M-V/def2-TZVPD

Atoms and positions in Å:
C 0.042 1.480 0.152
C -1.361 -2.029 -0.796
N 1.047 0.810 0.593
O -1.199 1.040 0.400
S -0.254 -1.796 0.366
S 2.676 1.247 0.073
H 0.189 2.181 -0.606
H -0.992 -2.318 -1.792
H -2.444 -1.690 -0.765
H -1.028 0.409 1.119
H 3.323 0.667 1.258

Output
HOMO level	-8.82	eV

Here are the Löwdin charges for atoms 1 to 4, given in e: -0.41 -0.54 -0.42 -0.01

The winner here is (A), beating the second structure by 0.0298 hartree.

(A)
H4O3 | wB97M-V/def2-TZVPD

Atoms and positions in Å:
H 1.251 -0.272 -0.150
H 1.883 1.003 0.105
H -1.683 1.077 0.118
H -0.571 -1.188 0.181
O 2.156 0.042 -0.008
O -1.824 0.141 -0.032
O -0.442 -0.260 0.009

Output
HOMO level	-10.81	eV

Here are the Löwdin charges for atoms 1 to 4, given in e: -0.03 0.07 0.09 0.10

(B)
H4O3 | wB97M-V/def2-TZVPD

Atoms and positions in Å:
H 2.520 0.251 -0.338
H -0.116 -0.151 0.188
H -2.380 0.747 0.123
H -2.416 -0.541 0.698
O 1.827 -0.319 -0.002
O 0.615 0.421 0.067
O -2.143 -0.140 -0.149

Output
HOMO level	-9.60	eV

Here are the Löwdin charges for atoms 1 to 4, given in e: 0.08 0.02 0.05 0.06

The winner here is (B), beating the second structure by 0.0022 hartree.